{"formula": "C2H5N2", "method": "the ωB97M-V functional and the def2-TZVPD basis", "total_charge": 1, "homo_lumo_gap_ev": [7.2, 8.1], "s_squared": 2.008, "multiplicity": 3, "elements": ["N", "N", "C", "C", "H", "H", "H", "H", "H"], "xyz": [[-0.64251, -0.30570, 0.74218], [0.61943, -0.05966, -0.77132], [0.03430, -1.07154, -0.15665], [-0.00384, 0.89364, 0.17513], [0.74882, 1.58986, 0.74088], [1.13049, 0.02993, -1.56120], [-1.11717, -0.49111, 1.91613], [-0.01087, -2.11381, -0.58581], [-0.75864, 1.52840, -0.49933]], "lowdin_charge": [0.141, 0.170, -0.208, -0.073, 0.173, 0.134, 0.336, 0.151, 0.176]}

{"formula": "C7H18ClIInOPS", "method": "the ωB97M-V functional and the def2-TZVPD basis", "total_charge": 2, "homo_lumo_gap_ev": [5.1, 5.0], "multiplicity": 1, "elements": ["I", "In", "Cl", "S", "P", "O", "C", "C", "C", "C", "C", "C", "C", "H", "H", "H", "H", "H", "H", "H", "H", "H", "H", "H", "H", "H", "H", "H", "H", "H", "H"], "xyz": [[0.88478, 0.05322, 1.69652], [0.55073, -0.85837, -1.06415], [1.96037, -2.17068, -2.37157], [2.32710, 2.42840, -0.62055], [-1.46667, -2.14912, 0.00576], [-1.01407, 3.28624, 2.34269], [-2.38782, -1.39634, 1.39743], [-0.79354, -3.73066, 0.61082], [2.71837, 2.99286, 1.02773], [-0.84766, 0.89933, -1.06823], [-1.58985, 2.29545, 2.24808], [-2.75968, -2.60038, -1.19462], [3.79877, 2.93352, -1.48920], [3.75487, 3.34735, 1.05994], [3.90152, 2.23969, -2.33222], [-1.70221, -1.20262, 2.23379], [-1.01613, 1.00198, -2.15182], [-0.43467, -3.60518, 1.64192], [2.03054, 3.81293, 1.26876], [-3.46702, -1.77046, -1.32688], [-1.80207, 0.73378, -0.56276], [3.64199, 3.95357, -1.85957], [-2.82921, -0.43814, 1.08594], [-2.31399, -2.83460, -2.16988], [0.05182, -4.00770, -0.03791], [2.55874, 2.17109, 1.74405], [-3.17974, -2.09563, 1.71202], [-1.58453, -4.49395, 0.55719], [4.67010, 2.87177, -0.82805], [-0.36492, 1.81702, -0.72938], [-3.29591, -3.48437, -0.82583]], "lowdin_charge": [0.690, 0.179, 0.078, 1.036, 0.697, 0.016, -0.257, -0.231, -0.327, -0.207, -0.024, -0.225, -0.276, 0.073, 0.074, -0.003, 0.033, 0.065, 0.085, 0.066, 0.002, 0.096, 0.044, 0.062, 0.050, -0.040, 0.082, 0.071, 0.080, -0.056, 0.070]}

{"formula": "C12H14BNO11", "method": "the ωB97M-V functional and the def2-TZVPD basis", "total_charge": 0, "homo_lumo_gap_ev": 6.8, "multiplicity": 1, "elements": ["O", "O", "O", "O", "O", "O", "O", "O", "O", "O", "O", "N", "C", "C", "C", "C", "C", "C", "C", "C", "C", "C", "C", "C", "B", "H", "H", "H", "H", "H", "H", "H", "H", "H", "H", "H", "H", "H", "H"], "xyz": [[1.68682, 7.80849, 0.03779], [0.82210, 0.18070, -0.39419], [-0.55151, 1.86606, 1.64978], [1.11200, 5.90959, 1.09498], [1.81497, -0.57944, 1.51961], [2.53075, 4.47178, -0.12536], [-0.06005, -0.79166, -2.27262], [0.38091, 3.64134, 0.63627], [1.55344, 2.30066, 3.58420], [3.42408, 6.04790, -1.45650], [2.10035, 3.99766, 2.21564], [-1.30853, -3.99203, 0.18028], [2.67624, 5.72335, -0.56724], [-0.29097, -0.37892, -1.09580], [2.16042, -2.15878, -0.32076], [-1.35125, -4.03725, -1.34606], [-2.40427, -1.93819, -0.51025], [1.57038, -0.81552, 0.30598], [0.29310, 2.73437, 1.60507], [-1.77822, -0.46608, -0.53078], [1.79446, 6.61690, 0.19122], [1.36001, 2.95341, 2.58749], [-2.12991, -2.86881, 0.78971], [-2.37486, -2.85203, -1.83133], [1.53186, 4.50603, 0.95522], [-2.43938, 0.17649, -1.22833], [-0.33122, -3.59975, -1.61717], [-1.47284, -4.96006, 0.49861], [-3.53674, -1.71527, -0.40592], [-1.97551, -2.42171, -2.80965], [-3.39888, -3.31965, -2.09862], [1.38118, -2.96219, -0.54863], [-1.52433, -5.05591, -1.83033], [-0.34182, -3.72677, 0.47374], [-3.05295, -3.39489, 1.20543], [-1.87882, 0.01502, 0.51670], [-1.68923, -2.35011, 1.70607], [2.82777, -1.95760, -1.23747], [2.87051, -2.60712, 0.47323]], "lowdin_charge": [0.151, 0.061, 0.106, 0.237, 0.098, 0.233, 0.072, 0.243, 0.146, 0.149, 0.245, 0.021, -0.398, -0.299, 0.011, -0.087, -0.244, -0.357, -0.395, -0.030, -0.398, -0.399, -0.046, -0.091, -0.897, 0.158, 0.112, 0.182, 0.150, 0.128, 0.128, 0.045, 0.146, 0.159, 0.143, 0.134, 0.159, 0.116, 0.109]}

{"formula": "C5H10O2", "method": "the ωB97M-V functional and the def2-TZVPD basis", "total_charge": 0, "homo_lumo_gap_ev": 10.6, "smiles": "C[C@@H]1[C@H](O)C[C@@H]1O", "multiplicity": 1, "elements": ["O", "O", "C", "C", "C", "C", "C", "H", "H", "H", "H", "H", "H", "H", "H", "H", "H"], "xyz": [[0.70808, -1.59018, -0.57653], [0.46453, 0.88228, -1.51530], [0.42433, 1.10231, -0.08891], [-1.79867, -0.40822, -0.14112], [0.65985, -0.88156, 0.64068], [-0.58507, 0.14541, 0.60284], [1.58989, 0.32982, 0.55141], [-2.57985, -0.71643, 0.56301], [-0.93039, 0.64993, 1.52046], [0.37163, 2.17372, 0.13349], [-0.44709, 0.86464, -1.84412], [-1.47088, -1.29640, -0.68945], [-2.27551, 0.28589, -0.84866], [2.49188, 0.21982, -0.06001], [1.85680, 0.69936, 1.54483], [0.79624, -1.59180, 1.46709], [0.72420, -0.86859, -1.25973]], "lowdin_charge": [-0.060, -0.046, -0.304, -0.062, -0.309, -0.222, -0.074, 0.079, 0.140, 0.139, 0.095, 0.076, 0.077, 0.125, 0.120, 0.144, 0.083]}

Repeat the fourth record exactly.
{"formula": "C5H10O2", "method": "the ωB97M-V functional and the def2-TZVPD basis", "total_charge": 0, "homo_lumo_gap_ev": 10.6, "smiles": "C[C@@H]1[C@H](O)C[C@@H]1O", "multiplicity": 1, "elements": ["O", "O", "C", "C", "C", "C", "C", "H", "H", "H", "H", "H", "H", "H", "H", "H", "H"], "xyz": [[0.70808, -1.59018, -0.57653], [0.46453, 0.88228, -1.51530], [0.42433, 1.10231, -0.08891], [-1.79867, -0.40822, -0.14112], [0.65985, -0.88156, 0.64068], [-0.58507, 0.14541, 0.60284], [1.58989, 0.32982, 0.55141], [-2.57985, -0.71643, 0.56301], [-0.93039, 0.64993, 1.52046], [0.37163, 2.17372, 0.13349], [-0.44709, 0.86464, -1.84412], [-1.47088, -1.29640, -0.68945], [-2.27551, 0.28589, -0.84866], [2.49188, 0.21982, -0.06001], [1.85680, 0.69936, 1.54483], [0.79624, -1.59180, 1.46709], [0.72420, -0.86859, -1.25973]], "lowdin_charge": [-0.060, -0.046, -0.304, -0.062, -0.309, -0.222, -0.074, 0.079, 0.140, 0.139, 0.095, 0.076, 0.077, 0.125, 0.120, 0.144, 0.083]}

What did the fourth record say?
{"formula": "C5H10O2", "method": "the ωB97M-V functional and the def2-TZVPD basis", "total_charge": 0, "homo_lumo_gap_ev": 10.6, "smiles": "C[C@@H]1[C@H](O)C[C@@H]1O", "multiplicity": 1, "elements": ["O", "O", "C", "C", "C", "C", "C", "H", "H", "H", "H", "H", "H", "H", "H", "H", "H"], "xyz": [[0.70808, -1.59018, -0.57653], [0.46453, 0.88228, -1.51530], [0.42433, 1.10231, -0.08891], [-1.79867, -0.40822, -0.14112], [0.65985, -0.88156, 0.64068], [-0.58507, 0.14541, 0.60284], [1.58989, 0.32982, 0.55141], [-2.57985, -0.71643, 0.56301], [-0.93039, 0.64993, 1.52046], [0.37163, 2.17372, 0.13349], [-0.44709, 0.86464, -1.84412], [-1.47088, -1.29640, -0.68945], [-2.27551, 0.28589, -0.84866], [2.49188, 0.21982, -0.06001], [1.85680, 0.69936, 1.54483], [0.79624, -1.59180, 1.46709], [0.72420, -0.86859, -1.25973]], "lowdin_charge": [-0.060, -0.046, -0.304, -0.062, -0.309, -0.222, -0.074, 0.079, 0.140, 0.139, 0.095, 0.076, 0.077, 0.125, 0.120, 0.144, 0.083]}